Molecular formula: CH10O4
Method: DFT, ωB97M-V with the def2-TZVPD basis set

The total charge is 0. Its structure (SMILES) is CO.O.O.O. The calculation puts the total energy at -345.0416 a.u.

Last column: Mulliken charge in e.
Geometry (Å):
O: -0.50677 -1.49172 0.49298  -0.54
O: 1.90536 0.32337 0.25014  -0.65
O: 0.46625 3.00823 -0.06404  -0.67
O: -1.70445 1.15595 0.64768  -0.65
C: -0.32002 -2.34480 -0.64459  -0.65
H: -0.06487 -1.74946 -1.52759  0.30
H: 0.47425 -3.05106 -0.42963  0.25
H: -1.56567 2.11176 0.59285  0.31
H: 1.29129 -0.41734 0.16156  0.35
H: -0.00262 3.00879 -0.90515  0.33
H: 2.41863 0.16540 1.05017  0.31
H: -0.93532 0.85786 1.14615  0.34
H: 1.10557 2.29239 -0.17145  0.33
H: -1.32423 -1.00700 0.31766  0.34
H: -1.23741 -2.86237 -0.91675  0.30